(1)
{"formula": "C22H42N4O2P2RhS3", "method": "ωB97M-V/def2-TZVPD", "elements": ["Rh", "N", "C", "S", "N", "N", "C", "C", "C", "C", "C", "C", "N", "H", "H", "H", "H", "H", "H", "H", "C", "C", "C", "P", "C", "C", "C", "C", "C", "C", "H", "H", "H", "H", "H", "H", "H", "H", "H", "H", "H", "H", "H", "H", "H", "H", "H", "H", "H", "H", "H", "C", "C", "C", "O", "P", "S", "S", "O", "C", "C", "C", "H", "H", "H", "H", "H", "H", "H", "H", "H", "H", "H", "H", "H", "H"], "xyz": [[0.54, -0.45, 0.70], [4.70, 0.03, 1.91], [3.40, -0.28, 1.79], [2.83, -0.75, 0.22], [2.66, -0.24, 2.87], [1.36, -0.52, 2.60], [0.56, -0.68, 3.58], [-0.84, -0.97, 3.30], [-1.78, -1.21, 4.28], [-3.08, -1.49, 3.90], [-3.39, -1.56, 2.56], [-2.39, -1.32, 1.63], [-1.15, -1.02, 1.99], [5.32, -0.11, 1.13], [5.09, 0.16, 2.83], [0.93, -0.60, 4.60], [-1.49, -1.17, 5.32], [-3.84, -1.68, 4.65], [-4.39, -1.80, 2.22], [-2.57, -1.38, 0.56], [-2.13, 1.90, 0.32], [-0.85, 2.63, -0.11], [-1.02, 4.13, 0.19], [0.69, 1.85, 0.57], [2.03, 2.36, -0.62], [1.99, 1.56, -1.92], [2.03, 3.84, -1.02], [1.10, 2.55, 2.23], [-0.11, 2.42, 3.16], [1.67, 3.97, 2.29], [-2.96, 2.26, -0.28], [-2.36, 2.09, 1.37], [-2.06, 0.83, 0.17], [-0.72, 2.49, -1.19], [-1.24, 4.29, 1.25], [-1.87, 4.50, -0.38], [-0.16, 4.73, -0.07], [2.95, 2.12, -0.08], [1.15, 1.89, -2.54], [1.88, 0.49, -1.77], [2.91, 1.74, -2.48], [1.15, 4.08, -1.61], [2.90, 4.02, -1.66], [2.09, 4.53, -0.18], [1.88, 1.87, 2.57], [-0.82, 3.23, 2.99], [0.22, 2.48, 4.20], [-0.65, 1.49, 3.02], [0.97, 4.71, 1.91], [2.61, 4.05, 1.76], [1.86, 4.20, 3.34], [2.57, -2.50, -2.82], [1.32, -2.84, -3.60], [0.87, -1.73, -4.51], [0.22, -3.24, -2.72], [-0.30, -2.70, -1.34], [0.76, -3.11, 0.27], [-0.63, -0.70, -1.36], [-1.69, -3.46, -1.27], [-2.71, -3.27, -2.29], [-2.71, -4.48, -3.20], [-4.03, -3.08, -1.57], [3.37, -2.26, -3.52], [2.90, -3.34, -2.20], [2.40, -1.64, -2.18], [1.49, -3.75, -4.18], [0.74, -0.80, -3.96], [-0.07, -1.98, -5.00], [1.62, -1.57, -5.29], [-2.47, -2.37, -2.86], [-2.97, -5.38, -2.63], [-1.74, -4.62, -3.66], [-3.45, -4.35, -3.99], [-4.30, -3.98, -1.02], [-4.82, -2.86, -2.29], [-3.97, -2.24, -0.87]], "lumo_ev": -3.59, "e_homo_ha": -0.394, "total_energy_ha": -3220.81258, "relative_energy_kcal_mol": 0.0, "gap_ev": 7.1, "total_charge": 1}

(2)
{"formula": "C22H42NP3S2W", "method": "ωB97M-V/def2-TZVPD", "elements": ["W", "P", "P", "P", "H", "C", "C", "H", "C", "C", "C", "C", "C", "C", "C", "C", "C", "H", "H", "H", "H", "H", "H", "H", "H", "H", "H", "H", "H", "H", "H", "H", "H", "H", "H", "H", "H", "H", "H", "H", "H", "H", "H", "H", "H", "H", "C", "C", "C", "C", "C", "C", "S", "H", "H", "H", "H", "H", "H", "S", "C", "N", "C", "C", "C", "C", "H", "H", "H", "H", "H"], "xyz": [[0.16, -0.33, 0.15], [-0.64, 1.74, 1.39], [-2.19, -0.77, -0.24], [2.45, 0.95, 0.07], [0.81, -2.08, -6.00], [1.77, -2.14, -5.46], [2.13, -3.15, -4.65], [1.47, -3.73, -4.01], [-1.08, 3.22, 0.42], [-2.10, 1.58, 2.49], [0.49, 2.41, 2.66], [-2.65, -2.03, -1.47], [-3.06, -1.49, 1.19], [-3.21, 0.64, -0.80], [3.71, 0.40, -1.13], [3.37, 0.73, 1.64], [2.48, 2.77, -0.23], [2.50, -1.39, -5.80], [3.16, -3.52, -4.73], [-1.44, 3.98, 1.12], [-1.86, 2.98, -0.30], [-0.19, 3.59, -0.11], [-2.18, 2.53, 3.03], [-1.96, 0.77, 3.21], [-3.03, 1.42, 1.94], [-0.07, 3.17, 3.22], [1.36, 2.89, 2.21], [0.83, 1.63, 3.34], [-3.67, -1.84, -1.84], [-2.53, -3.04, -1.07], [-1.97, -1.91, -2.31], [-4.13, -1.51, 0.93], [-2.90, -0.90, 2.10], [-2.71, -2.52, 1.32], [-4.18, 0.25, -1.13], [-2.72, 1.15, -1.64], [-3.38, 1.37, 0.00], [4.57, 1.09, -1.05], [3.30, 0.43, -2.15], [4.04, -0.62, -0.87], [4.37, 1.18, 1.56], [3.50, -0.34, 1.83], [2.85, 1.19, 2.48], [3.51, 3.08, -0.47], [2.13, 3.34, 0.63], [1.83, 2.99, -1.09], [0.50, -1.23, -3.12], [0.86, -0.05, -3.78], [-0.10, 0.49, -4.63], [-1.31, -0.18, -4.83], [-1.48, -1.51, -4.45], [-0.46, -2.09, -3.70], [1.15, -1.75, -1.56], [-0.44, -1.55, -0.95], [1.83, 0.41, -3.59], [0.12, 1.43, -5.16], [-2.12, 0.37, -5.36], [-2.41, -2.05, -4.63], [-0.47, -3.15, -3.42], [0.37, -1.71, 1.97], [0.24, -1.18, 3.64], [-0.96, -1.29, 4.31], [-1.10, -0.84, 5.60], [-0.04, -0.28, 6.26], [1.20, -0.20, 5.62], [1.34, -0.71, 4.33], [-1.76, -1.71, 3.83], [-2.09, -0.94, 6.04], [-0.15, 0.07, 7.29], [2.05, 0.26, 6.10], [2.30, -0.74, 3.81]], "lumo_ev": [-13.30, -14.25], "s_squared": 2.016, "spin_multiplicity": 3, "e_homo_ha": [-0.711, -0.703], "total_energy_ha": -2804.14430, "relative_energy_kcal_mol": 18.6, "gap_ev": [6.1, 4.9], "total_charge": 4}

(3)
{"formula": "C22H42O5S5", "method": "ωB97M-V/def2-TZVPD", "elements": ["C", "S", "O", "C", "H", "H", "H", "H", "H", "H", "C", "S", "O", "C", "H", "H", "H", "H", "H", "H", "C", "S", "O", "C", "H", "H", "H", "H", "H", "H", "C", "S", "O", "C", "H", "H", "H", "H", "H", "H", "C", "S", "O", "C", "H", "H", "H", "H", "H", "H", "C", "C", "C", "C", "C", "C", "H", "H", "H", "H", "H", "H", "C", "C", "C", "C", "C", "C", "H", "H", "H", "H", "H", "H"], "xyz": [[-0.24, -4.39, 1.47], [-0.16, -4.14, 3.16], [-1.67, -3.94, 3.67], [0.30, -5.77, 3.54], [-0.72, -3.86, 0.87], [-0.61, -5.24, 1.52], [0.63, -4.40, 0.93], [-0.56, -6.39, 3.17], [0.32, -6.00, 4.60], [0.97, -6.22, 3.01], [-0.94, 5.92, -4.56], [-0.73, 5.24, -3.01], [0.71, 5.07, -2.88], [-1.05, 6.71, -1.90], [-0.25, 6.66, -4.80], [-1.92, 5.95, -4.78], [-0.71, 5.15, -5.28], [-2.17, 6.92, -1.92], [-0.77, 7.65, -2.32], [-0.60, 6.58, -0.94], [2.64, 0.15, 0.97], [2.01, -0.52, 2.43], [2.17, -2.04, 2.37], [3.21, 0.01, 3.69], [1.66, 0.20, 0.27], [3.52, -0.58, 0.69], [2.88, 1.22, 1.22], [3.23, 0.92, 3.74], [4.11, -0.40, 3.43], [2.74, -0.56, 4.51], [-1.65, -0.79, 4.47], [-3.26, -1.39, 4.50], [-4.12, -0.52, 5.37], [-3.76, -1.17, 2.84], [-1.35, -0.97, 3.61], [-1.17, -1.25, 5.32], [-1.64, 0.34, 4.49], [-3.07, -1.76, 2.28], [-3.69, -0.20, 2.73], [-4.81, -1.58, 2.72], [-3.56, -4.64, -2.07], [-5.11, -4.28, -1.35], [-4.83, -4.42, 0.16], [-4.88, -2.44, -1.41], [-2.85, -4.44, -1.41], [-3.34, -3.89, -2.98], [-3.38, -5.74, -2.07], [-4.21, -2.28, -0.82], [-5.71, -1.95, -1.05], [-4.45, -2.29, -2.45], [3.73, 2.05, -1.84], [3.99, 3.59, -2.17], [5.30, 3.92, -2.72], [6.30, 2.84, -2.88], [6.10, 1.51, -2.64], [4.77, 1.06, -2.11], [2.62, 1.67, -1.67], [3.44, 4.47, -2.33], [5.57, 5.02, -3.12], [7.25, 2.95, -3.28], [6.87, 0.67, -2.77], [4.66, -0.01, -1.79], [-1.29, -0.78, -0.55], [-1.44, 0.45, 0.27], [-0.99, 1.72, -0.20], [-0.16, 1.77, -1.23], [0.18, 0.58, -1.93], [-0.45, -0.71, -1.69], [-1.64, -1.88, -0.28], [-2.12, 0.56, 1.16], [-1.36, 2.53, 0.22], [0.20, 2.58, -1.43], [1.19, 0.71, -2.72], [0.07, -1.49, -2.12]], "lumo_ev": 0.34, "e_homo_ha": -0.276, "total_energy_ha": -3229.92723, "relative_energy_kcal_mol": 76.4, "gap_ev": 7.8, "total_charge": 0}

Question: Number 1 is which compound?
Answer: C22H42N4O2P2RhS3